## a
ORCA calculation (ωB97M-V/def2-TZVPD) on a cluster of 8 separate species, C48H120N8 in total.

The geometry in XYZ format:
```
176
Properties=species:S:1:pos:R:3:mulliken_charge:R:1
C 6.168 -5.138 -20.124 -1.755
C 6.826 -5.791 -21.340 0.559
N 7.085 -7.208 -21.155 0.425
C 6.021 -8.020 -20.579 -1.059
C 4.708 -8.009 -21.363 -0.618
C 7.703 -7.847 -22.317 2.308
C 8.608 -9.013 -21.947 -1.565
H 5.953 -4.082 -20.326 0.669
H 6.793 -5.156 -19.235 0.114
H 5.154 -5.525 -19.989 0.226
H 6.251 -5.578 -22.251 -0.232
H 7.801 -5.297 -21.405 0.206
H 6.374 -9.028 -20.367 0.604
H 5.726 -7.635 -19.598 0.625
H 4.189 -8.968 -21.270 0.443
H 4.081 -7.152 -21.118 0.274
H 4.827 -7.956 -22.453 -0.270
H 8.397 -7.116 -22.745 -0.898
H 6.962 -8.122 -23.077 -0.832
H 8.087 -9.901 -21.569 -0.054
H 9.308 -8.784 -21.144 0.448
H 9.110 -9.392 -22.840 0.423
C 8.016 -13.920 -24.816 -1.421
C 6.877 -13.349 -23.993 -0.516
N 7.015 -11.939 -23.630 1.087
C 7.322 -11.102 -24.783 -0.195
C 6.171 -10.995 -25.807 -1.038
C 5.990 -11.481 -22.730 0.139
C 6.045 -12.140 -21.353 -1.669
H 8.969 -13.485 -24.496 0.232
H 8.040 -13.692 -25.883 0.306
H 8.036 -14.988 -24.605 0.417
H 5.880 -13.523 -24.434 0.394
H 6.809 -13.917 -23.061 0.428
H 7.418 -10.051 -24.486 -0.728
H 8.261 -11.408 -25.232 0.596
H 6.034 -11.967 -26.293 0.428
H 5.300 -10.488 -25.405 0.146
H 6.510 -10.423 -26.681 0.266
H 4.960 -11.606 -23.114 0.326
H 6.007 -10.388 -22.664 -0.255
H 5.381 -11.613 -20.662 0.453
H 7.051 -12.182 -20.937 0.140
H 5.635 -13.152 -21.350 0.516
C 3.327 -3.578 -25.253 -1.077
C 2.719 -4.078 -23.943 1.311
N 1.347 -4.519 -24.108 0.044
C 0.985 -5.538 -23.133 0.210
C 1.595 -6.896 -23.416 -0.860
C 0.454 -3.371 -24.037 -0.134
C -1.005 -3.652 -24.459 -1.251
H 2.787 -2.929 -25.939 0.389
H 3.625 -4.454 -25.835 -0.029
H 4.274 -3.077 -25.025 0.324
H 3.365 -4.878 -23.578 -0.206
H 2.797 -3.288 -23.180 -0.725
H 1.347 -5.210 -22.145 -0.229
H -0.092 -5.697 -23.157 0.282
H 1.164 -7.501 -24.214 0.331
H 2.674 -6.906 -23.589 -0.151
H 1.509 -7.477 -22.491 0.423
H 0.722 -2.550 -24.704 0.357
H 0.459 -2.922 -23.032 0.053
H -1.377 -4.601 -24.073 0.338
H -1.068 -3.678 -25.546 0.303
H -1.668 -2.865 -24.101 0.369
C 3.216 -4.019 -17.767 -1.118
C 2.359 -3.196 -18.744 -0.247
N 2.822 -1.807 -18.797 0.322
C 2.366 -1.085 -17.599 -0.721
C 3.280 0.142 -17.335 -1.218
C 2.368 -1.159 -20.026 -0.709
C 3.395 -1.378 -21.142 -1.055
H 4.197 -4.102 -18.255 0.128
H 2.853 -5.026 -17.569 0.405
H 3.526 -3.554 -16.830 0.352
H 2.328 -3.711 -19.701 0.027
H 1.336 -3.185 -18.336 0.365
H 2.371 -1.752 -16.742 0.482
H 1.353 -0.708 -17.795 0.374
H 3.189 0.722 -18.251 0.272
H 4.300 -0.226 -17.250 0.297
H 2.958 0.667 -16.441 0.421
H 1.411 -1.619 -20.313 0.319
H 2.209 -0.096 -19.865 0.574
H 3.047 -1.164 -22.154 0.422
H 4.255 -0.746 -20.913 0.358
H 3.786 -2.395 -21.216 -0.041
C 8.347 -3.546 -25.502 -1.292
C 9.099 -4.220 -24.322 -0.383
N 10.164 -5.131 -24.782 1.250
C 9.607 -6.269 -25.476 0.319
C 10.452 -7.533 -25.418 -1.646
C 11.304 -4.537 -25.443 -0.563
C 11.825 -3.263 -24.784 -1.204
H 7.664 -2.829 -25.034 0.494
H 7.791 -4.270 -26.089 0.062
H 9.013 -2.907 -26.081 0.340
H 9.483 -3.486 -23.618 0.774
H 8.412 -4.829 -23.732 -0.372
H 8.548 -6.413 -25.253 -0.256
H 9.556 -6.062 -26.565 0.202
H 9.881 -8.385 -25.805 0.397
H 11.250 -7.416 -26.153 0.552
H 10.819 -7.842 -24.440 -0.101
H 11.175 -4.431 -26.536 0.342
H 12.090 -5.305 -25.439 0.379
H 12.586 -2.719 -25.337 0.429
H 12.140 -3.382 -23.747 0.167
H 10.952 -2.607 -24.738 0.280
C 5.109 -6.846 -25.540 0.442
C 4.633 -6.938 -26.994 -1.669
N 5.500 -7.794 -27.814 0.597
C 4.855 -8.038 -29.100 -0.417
C 5.545 -9.204 -29.822 -1.262
C 6.848 -7.237 -27.914 0.191
C 7.011 -5.893 -28.608 -1.535
H 5.469 -7.793 -25.145 -0.041
H 4.307 -6.463 -24.907 -0.178
H 5.869 -6.064 -25.433 -0.006
H 3.669 -7.450 -26.938 0.518
H 4.423 -5.957 -27.437 0.426
H 3.836 -8.365 -28.901 0.364
H 4.885 -7.156 -29.754 0.351
H 5.004 -9.438 -30.746 0.414
H 6.591 -9.020 -30.059 0.314
H 5.491 -10.160 -29.297 0.237
H 7.514 -7.989 -28.334 0.615
H 7.181 -7.105 -26.882 -0.598
H 7.941 -5.368 -28.393 0.408
H 6.208 -5.185 -28.372 0.264
H 6.909 -5.943 -29.698 0.375
C 10.077 -5.989 -18.612 -1.624
C 10.600 -6.562 -19.931 1.572
N 11.728 -5.824 -20.451 0.444
C 11.987 -6.125 -21.849 0.365
C 12.580 -7.517 -22.042 -1.368
C 12.915 -5.655 -19.633 -0.186
C 13.889 -4.624 -20.189 -1.388
H 9.731 -4.957 -18.716 0.329
H 10.875 -5.897 -17.873 0.442
H 9.233 -6.596 -18.287 0.435
H 10.800 -7.633 -19.782 -0.745
H 9.735 -6.467 -20.591 -0.553
H 11.056 -5.987 -22.408 -0.758
H 12.642 -5.417 -22.368 0.088
H 13.607 -7.575 -21.673 0.457
H 11.979 -8.282 -21.552 0.238
H 12.698 -7.733 -23.109 0.592
H 13.431 -6.620 -19.540 0.239
H 12.714 -5.234 -18.647 0.339
H 14.584 -4.329 -19.399 0.438
H 13.471 -3.662 -20.498 0.302
H 14.453 -4.990 -21.051 0.266
C 10.805 -11.318 -17.884 -1.513
C 11.822 -10.885 -18.941 -0.137
N 12.404 -12.021 -19.665 0.041
C 11.415 -12.849 -20.369 -1.319
C 10.770 -12.151 -21.535 -0.164
C 13.512 -11.614 -20.498 0.109
C 14.238 -12.797 -21.135 -1.545
H 9.897 -11.652 -18.387 0.242
H 10.539 -10.433 -17.305 0.463
H 11.200 -12.124 -17.271 0.337
H 11.361 -10.170 -19.642 0.011
H 12.626 -10.290 -18.501 0.582
H 10.572 -13.053 -19.707 0.389
H 11.849 -13.822 -20.591 0.429
H 11.333 -11.553 -22.259 0.388
H 9.992 -11.451 -21.208 -0.137
H 10.204 -12.822 -22.193 0.235
H 13.301 -10.871 -21.285 -0.094
H 14.250 -11.022 -19.944 0.537
H 15.110 -12.441 -21.692 0.439
H 14.564 -13.647 -20.540 0.331
H 13.613 -13.198 -21.941 0.295
```

As for the SMILES: CCN(CC)CC.CCN(CC)CC.CCN(CC)CC.CCN(CC)CC.CCN(CC)CC.CCN(CC)CC.CCN(CC)CC.CCN(CC)CC. The LUMO energy comes out at 0.72 eV. As for the spin multiplicity: 1. The value obtained for the gap between HOMO and LUMO is 8.52 eV. Its HOMO energy is -7.80 eV. Its net charge is 0.


## b
ORCA calculation (ωB97M-V/def2-TZVPD) on a cluster of 8 separate species, C48H120N8 in total.

The geometry in XYZ format:
```
176
Properties=species:S:1:pos:R:3:mulliken_charge:R:1
C 4.270 -7.806 -6.481 -1.001
C 5.500 -7.848 -5.599 -0.696
N 5.465 -7.142 -4.327 0.029
C 4.341 -7.522 -3.390 -0.478
C 4.571 -8.964 -2.978 -1.309
C 5.503 -5.640 -4.487 -0.522
C 6.692 -5.055 -5.266 -1.202
H 3.412 -8.136 -5.894 0.244
H 4.401 -8.481 -7.327 0.402
H 4.047 -6.800 -6.835 0.252
H 5.797 -8.894 -5.661 0.329
H 6.397 -7.485 -6.100 0.329
H 4.430 -6.922 -2.485 0.436
H 3.334 -7.260 -3.712 0.366
H 4.063 -9.674 -3.631 0.298
H 5.592 -9.176 -2.660 0.301
H 3.990 -9.158 -2.076 0.468
H 5.574 -5.172 -3.505 0.399
H 4.551 -5.271 -4.870 0.374
H 6.864 -5.555 -6.219 0.308
H 7.614 -5.145 -4.693 0.300
H 6.583 -3.971 -5.318 0.373
C -11.873 4.255 -0.997 -1.360
C -10.497 4.645 -1.561 -0.545
N -9.382 3.691 -1.525 0.051
C -8.308 4.168 -2.321 -0.557
C -8.531 3.712 -3.773 -1.224
C -9.006 3.579 -0.144 -0.349
C -8.260 2.262 0.076 -1.239
H -12.160 3.230 -1.229 0.303
H -12.680 4.852 -1.421 0.424
H -11.942 4.512 0.060 0.355
H -10.672 4.866 -2.613 0.374
H -10.179 5.634 -1.230 0.373
H -8.119 5.238 -2.237 0.408
H -7.366 3.634 -2.193 0.350
H -9.383 4.037 -4.371 0.336
H -7.678 4.088 -4.338 0.401
H -8.547 2.623 -3.789 0.279
H -9.865 3.626 0.526 0.373
H -8.306 4.371 0.122 0.284
H -7.624 2.331 0.959 0.341
H -7.704 1.940 -0.804 0.298
H -8.931 1.406 0.146 0.324
C -0.848 5.221 -8.359 -1.400
C -0.205 4.625 -7.164 -0.279
N -0.409 3.117 -7.177 0.043
C -0.002 2.474 -5.884 -0.502
C -1.077 2.764 -4.799 -1.218
C -0.015 2.365 -8.411 -0.677
C 1.462 2.677 -8.788 -1.026
H -0.529 4.953 -9.366 0.281
H -0.870 6.311 -8.349 0.399
H -1.900 4.961 -8.244 0.349
H 0.864 4.817 -7.076 0.394
H -0.780 4.958 -6.300 0.274
H 0.042 1.386 -5.930 0.388
H 0.919 2.970 -5.579 0.299
H -1.392 3.793 -4.625 0.332
H -1.928 2.237 -5.230 0.314
H -0.758 2.294 -3.868 0.347
H -0.607 2.802 -9.215 0.330
H -0.052 1.279 -8.326 0.391
H 2.086 2.518 -7.909 0.282
H 1.717 3.652 -9.204 0.263
H 1.657 1.970 -9.594 0.416
C -1.548 -4.978 -7.622 -1.273
C -1.066 -4.583 -9.101 -0.443
N -2.222 -4.648 -10.004 -0.017
C -1.888 -4.999 -11.394 -0.420
C -1.405 -6.418 -11.563 -1.056
C -2.867 -3.346 -9.825 -0.372
C -4.162 -3.233 -10.703 -1.430
H -0.727 -5.174 -6.933 0.429
H -2.196 -5.855 -7.625 0.297
H -1.979 -4.102 -7.137 0.310
H -0.510 -3.661 -8.935 0.250
H -0.330 -5.328 -9.405 0.407
H -1.343 -4.124 -11.749 0.465
H -2.860 -4.974 -11.888 0.123
H -2.242 -7.057 -11.845 0.370
H -1.024 -6.741 -10.594 0.293
H -0.546 -6.436 -12.233 0.293
H -3.158 -3.056 -8.815 0.314
H -2.235 -2.542 -10.202 0.319
H -4.001 -3.369 -11.773 0.408
H -4.983 -3.859 -10.354 0.311
H -4.503 -2.197 -10.721 0.423
C -2.014 -4.457 8.401 -1.010
C -0.998 -4.477 9.565 -0.830
N -0.101 -5.687 9.756 0.139
C -0.895 -6.802 10.170 -0.485
C 0.010 -7.681 11.122 -1.317
C 0.727 -5.940 8.592 -0.456
C 1.860 -4.950 8.231 -1.384
H -2.465 -3.466 8.357 0.408
H -2.798 -5.198 8.557 0.271
H -1.537 -4.447 7.421 0.279
H -0.391 -3.579 9.454 0.383
H -1.505 -4.327 10.518 0.448
H -1.778 -6.514 10.741 0.456
H -1.188 -7.494 9.381 0.258
H 0.791 -8.166 10.537 0.308
H 0.599 -7.125 11.852 0.338
H -0.511 -8.528 11.568 0.400
H 0.219 -6.147 7.650 0.361
H 1.181 -6.919 8.743 0.422
H 2.425 -4.890 9.161 0.336
H 1.591 -3.926 7.971 0.275
H 2.595 -5.298 7.504 0.400
C 7.168 9.216 6.831 -1.419
C 6.845 8.365 5.573 -0.335
N 7.858 7.320 5.250 -0.053
C 8.146 6.508 6.403 -0.340
C 9.112 5.367 5.995 -1.448
C 7.377 6.610 4.055 -0.694
C 6.154 5.727 4.123 -1.030
H 8.171 9.613 6.679 0.354
H 7.157 8.682 7.781 0.313
H 6.542 10.101 6.946 0.409
H 5.878 7.903 5.772 0.277
H 6.694 9.052 4.740 0.390
H 8.726 7.110 7.103 0.379
H 7.190 6.185 6.815 0.417
H 9.646 4.850 6.792 0.381
H 8.643 4.497 5.533 0.308
H 9.818 5.624 5.206 0.374
H 8.189 5.979 3.693 0.366
H 7.249 7.289 3.212 0.439
H 6.012 5.332 3.117 0.383
H 5.289 6.210 4.577 0.281
H 6.296 4.944 4.868 0.248
C 1.472 -0.267 2.485 -1.473
C 0.052 -0.700 2.261 -0.260
N -0.118 -1.067 0.879 -0.025
C 0.723 -2.165 0.408 -0.380
C 0.664 -2.485 -1.126 -1.418
C -1.511 -1.175 0.533 -0.749
C -2.222 -2.590 0.895 -1.020
H 1.550 0.381 3.359 0.396
H 1.883 0.351 1.687 0.376
H 2.145 -1.120 2.571 0.333
H -0.207 -1.596 2.825 0.244
H -0.536 0.182 2.514 0.410
H 1.691 -1.713 0.626 0.409
H 0.551 -3.059 1.007 0.346
H -0.116 -3.050 -1.637 0.341
H 0.993 -1.608 -1.683 0.313
H 1.558 -3.102 -1.221 0.430
H -1.705 -1.167 -0.540 0.308
H -2.072 -0.300 0.858 0.502
H -3.266 -2.344 1.088 0.351
H -1.794 -3.023 1.799 0.291
H -2.135 -3.283 0.057 0.274
C 0.583 3.583 9.470 -1.185
C 0.699 4.466 8.257 -0.567
N -0.600 4.930 7.723 0.164
C -0.505 6.122 6.824 -0.310
C -0.035 7.482 7.333 -1.368
C -1.414 3.757 7.239 -0.437
C -2.899 4.275 7.370 -1.185
H 0.144 2.636 9.153 0.296
H 0.013 3.990 10.306 0.277
H 1.605 3.468 9.830 0.395
H 1.437 5.257 8.396 0.431
H 1.198 3.925 7.453 0.308
H -1.473 6.469 6.462 0.215
H 0.120 5.914 5.956 0.306
H -0.557 7.682 8.269 0.338
H -0.227 8.224 6.559 0.396
H 1.031 7.543 7.553 0.308
H -1.181 3.587 6.187 0.257
H -1.314 2.777 7.707 0.374
H -2.958 5.088 6.646 0.291
H -3.624 3.570 6.962 0.407
H -3.170 4.605 8.373 0.288
```

As for the SMILES: CCN(CC)CC.CCN(CC)CC.CCN(CC)CC.CCN(CC)CC.CCN(CC)CC.CCN(CC)CC.CCN(CC)CC.CCN(CC)CC. The LUMO energy comes out at 0.43 eV. As for the spin multiplicity: 1. The value obtained for the gap between HOMO and LUMO is 8.32 eV. Its HOMO energy is -7.89 eV. Its net charge is 0.


Here is how they stack up, most stable first: a, b.


## a
ORCA calculation (ωB97M-V/def2-TZVPD) on a cluster of 7 separate species, C7H28N8O7 in total.

The geometry in XYZ format:
```
50
Properties=species:S:1:pos:R:3:mulliken_charge:R:1
N -22.710 6.359 -0.084 -0.379
C -23.016 7.181 0.886 0.374
N -21.867 7.661 1.356 -0.468
O -24.313 7.542 1.290 -0.658
H -23.519 5.929 -0.661 0.325
H -21.790 6.015 -0.436 0.289
H -22.009 8.460 1.952 0.219
H -21.178 6.991 1.602 0.286
N -21.750 8.156 -2.033 -0.245
C -20.669 8.817 -1.828 0.392
N -20.220 8.676 -0.627 -0.460
O -20.017 9.514 -2.813 -0.740
H -22.371 8.317 -2.862 0.362
H -22.333 7.801 -1.331 0.088
H -19.322 9.155 -0.251 0.354
H -20.812 8.268 0.109 0.353
N -21.325 11.059 0.224 -0.158
C -21.382 12.264 -0.225 0.420
N -20.762 12.445 -1.342 -0.320
O -21.989 13.273 0.456 -0.750
H -21.822 10.833 1.123 0.183
H -20.852 10.255 -0.260 0.243
H -20.699 13.460 -1.708 0.273
H -20.706 11.699 -2.030 0.182
N -23.507 8.743 -3.830 -0.146
C -23.848 7.804 -4.643 0.524
N -22.878 7.608 -5.461 -0.300
O -24.964 6.999 -4.517 -0.849
H -24.130 8.959 -3.053 0.243
H -22.807 9.473 -4.162 0.119
H -23.188 6.885 -6.164 0.281
H -21.913 8.051 -5.343 0.248
C -25.158 4.846 -2.091 -0.927
O -24.750 6.207 -1.911 -0.509
H -24.377 4.239 -1.756 0.352
H -25.196 4.493 -3.130 0.316
H -26.001 4.434 -1.544 0.316
H -24.770 6.572 -2.770 0.369
C -24.370 10.195 -0.803 -0.646
O -25.212 9.188 -1.415 -0.598
H -23.481 9.838 -0.327 0.150
H -24.932 10.612 0.003 0.541
H -24.031 10.952 -1.517 0.197
H -25.436 8.561 -0.692 0.326
C -22.367 11.986 -4.660 -0.748
O -21.702 10.746 -4.612 -0.577
H -23.260 12.076 -4.004 0.217
H -22.885 12.015 -5.625 0.322
H -21.652 12.829 -4.610 0.330
H -20.817 10.864 -4.935 0.282
```

As for the SMILES: NC(N)=O.NC(N)=O.NC(N)=O.NC(N)=O.CO.CO.CO. The LUMO energy comes out at 0.03 eV. As for the spin multiplicity: 1. The value obtained for the gap between HOMO and LUMO is 8.91 eV. Its HOMO energy is -8.88 eV. Its net charge is 0.


## b
ORCA calculation (ωB97M-V/def2-TZVPD) on a cluster of 7 separate species, C7H28N8O7 in total.

The geometry in XYZ format:
```
50
Properties=species:S:1:pos:R:3:mulliken_charge:R:1
N 2.058 1.288 3.280 -0.386
C 2.326 1.389 1.987 0.802
N 1.907 2.557 1.517 -0.363
O 2.768 0.471 1.263 -0.769
H 2.404 0.468 3.757 0.215
H 1.646 2.048 3.803 0.136
H 1.516 3.179 2.210 0.160
H 1.820 2.663 0.516 0.190
N -5.441 1.874 -2.208 -0.427
C -4.276 1.515 -1.784 0.704
N -3.992 1.918 -0.606 -0.346
O -3.453 0.934 -2.439 -0.727
H -5.689 1.773 -3.182 0.236
H -6.207 2.181 -1.626 0.154
H -3.257 1.440 -0.104 0.229
H -4.657 2.525 -0.149 0.154
N 1.572 -3.981 0.086 -0.191
C 0.509 -4.089 0.723 0.739
N 0.653 -4.979 1.668 -0.420
O -0.496 -3.406 0.545 -0.695
H 1.677 -3.227 -0.578 0.341
H 2.349 -4.593 0.293 0.124
H -0.187 -5.377 2.062 0.240
H 1.573 -5.276 1.960 0.143
N -0.887 2.111 -2.778 -0.207
C -0.697 3.416 -2.807 0.519
N 0.415 3.724 -2.119 -0.307
O -1.305 4.226 -3.427 -0.671
H -1.782 1.787 -3.117 0.203
H -0.237 1.445 -2.385 0.236
H 0.681 4.697 -2.067 0.175
H 0.886 3.039 -1.547 0.189
C -0.658 -1.414 3.757 -0.385
O -0.327 -0.656 4.817 -0.503
H -0.778 -2.473 3.988 0.288
H -1.558 -1.009 3.295 0.298
H 0.054 -1.306 2.939 -0.010
H -1.117 -0.639 5.362 0.299
C 3.360 -1.952 -2.305 -0.756
O 2.062 -1.917 -1.724 -0.671
H 3.382 -1.589 -3.332 0.311
H 4.011 -1.344 -1.677 0.218
H 3.617 -3.011 -2.338 0.307
H 1.821 -1.022 -1.975 0.331
C -0.014 -0.052 -0.696 -0.859
O 1.193 0.599 -1.005 -0.617
H -0.587 0.858 -0.518 0.662
H -0.425 -0.780 -1.395 0.333
H 0.020 -0.527 0.285 0.041
H 1.745 0.496 -0.226 0.333
```

As for the SMILES: NC(N)=O.NC(N)=O.NC(N)=O.NC(N)=O.CO.CO.CO. The LUMO energy comes out at 0.34 eV. As for the spin multiplicity: 1. The value obtained for the gap between HOMO and LUMO is 9.28 eV. Its HOMO energy is -8.94 eV. Its net charge is 0.


Here is how they stack up, most stable first: b, a.